[1]
DFT (ωB97M-V with the def2-TZVPD basis set) results for a molecular structure, C14H17N4O14P2W.

Its total energy is -69827.40089 eV. Its net charge is -1. For the LUMO energy (alpha / beta), the calculation gives 1.466 / 1.466 eV. The highest occupied orbital energy (alpha / beta) is -5.056 / -5.057 eV. As for the HOMO-LUMO gap (alpha / beta): 6.523 / 6.523 eV. As for the energy above the lowest of the compared OMol25 structures with the same formula, charge and spin: 13.8 kcal per mole. Its spin multiplicity is 1. Its maximum force is 0.9 eV/Å.

The geometry in XYZ format:
```
52
C14H17N4O14P2W (ωB97M-V with the def2-TZVPD basis set)
W -0.27654 1.19396 0.72596
P -2.14162 -0.87795 -0.91885
P -3.09842 0.28930 1.41725
O -1.73590 0.25159 2.09274
O -3.17091 -0.92287 0.34294
O -0.77866 -0.65813 -0.24982
O 0.68740 3.65118 3.82297
O -0.21016 2.07189 2.54691
O -2.66298 0.04135 -1.94233
O -2.15496 -2.38043 -1.45806
O -2.72727 1.54675 0.41826
O -4.36411 0.38033 2.13596
O -0.08471 1.49923 -1.19738
O 2.12628 7.67541 1.02617
O 2.26594 7.28554 -1.08774
O 2.31484 1.38244 1.94698
O 0.57323 2.69336 -2.97494
N 0.65656 -2.42162 3.72737
N 0.64856 -0.74640 2.32317
N 0.30784 3.32077 2.69396
N 1.92813 6.98127 0.04483
C -0.16209 -0.26121 4.65186
C 0.38248 -1.10219 3.55626
C 2.60116 1.22825 -0.45094
C 0.27162 4.01986 1.58225
C 0.31631 3.74363 -0.81727
C 0.92585 5.28929 1.47082
C 0.28243 2.64572 -1.80982
C 1.05325 4.85216 -0.95870
C -0.37954 3.35762 0.43030
C 3.72757 1.42450 2.05308
C 1.10033 -1.86948 1.67379
C 1.22653 5.70123 0.21731
C 1.68303 1.27288 0.75132
C 1.11003 -2.92704 2.52610
H 1.35523 -1.84057 0.62780
H 3.92753 1.65112 3.09760
H 2.07926 0.92221 -1.34890
H -3.07939 1.46864 -0.49054
H 1.38404 -3.95843 2.40109
H -1.44773 3.62359 0.37604
H 4.17483 0.45886 1.80309
H 4.16132 2.20402 1.42494
H 3.39651 0.50243 -0.25750
H -1.19986 -0.53117 4.85294
H 0.51516 -2.93303 4.57935
H 1.21181 5.85703 2.34333
H -0.14335 0.78396 4.35911
H 1.58215 5.07709 -1.87239
H -1.74065 -2.97603 -0.82279
H 3.08379 2.19394 -0.63728
H 0.42412 -0.39070 5.56436
```



[2]
DFT (ωB97M-V with the def2-TZVPD basis set) results for a molecular structure, C14H17N4O5S2Ti.

Its total energy is -75774.66991 eV. Its net charge is +1. For the LUMO energy, the calculation gives -4.802 eV. The highest occupied orbital energy is -11.691 eV. As for the HOMO-LUMO gap: 6.889 eV. As for the energy above the lowest of the compared OMol25 structures with the same formula, charge and spin: 6.3 kcal per mole. Its spin multiplicity is 1. Its maximum force is 0.7 eV/Å.

The geometry in XYZ format:
```
43
C14H17N4O5S2Ti (ωB97M-V with the def2-TZVPD basis set)
Ti -0.02993 0.32486 -0.26565
S -0.63504 0.52180 -2.61709
S -3.45079 -0.22973 -3.51388
O 1.78537 0.15253 -0.49791
O -0.36285 -0.41458 1.41341
O 2.34637 -1.46684 -1.94609
O 1.08858 0.40019 2.90990
O -0.51143 -1.70755 -0.84128
N 0.14511 2.27636 0.62012
N -1.96759 1.21972 -0.34439
N 1.67449 -2.43066 1.05470
N -2.93053 0.71925 -1.18246
C -1.08168 3.78876 2.00096
C -2.40663 -0.41432 -4.96833
C 0.66852 -0.53632 2.29333
C -1.03091 2.75874 1.09282
C 0.11772 4.36127 2.42437
C 2.81528 -1.84296 0.39870
C 0.86978 -3.39270 0.33749
C 1.28576 2.81471 1.03806
C -2.36694 0.37186 -2.30294
C -2.22207 2.15309 0.47842
C 2.35577 -1.06110 -0.82399
C -0.52300 -2.91242 -0.03346
C 1.24673 -1.94892 2.34218
C 1.31108 3.88071 1.92816
H -2.03392 4.14496 2.36812
H 0.10749 5.17672 3.13474
H -3.08742 -0.75685 -5.74621
H -1.10143 -2.64945 0.84733
H -1.63026 -1.15955 -4.82068
H -1.97427 0.53507 -5.27216
H -0.18395 -1.86909 -1.74019
H -1.06369 -3.68142 -0.58516
H 0.73880 -4.30695 0.92951
H 2.19354 2.37147 0.65191
H 2.07045 -1.93228 3.05848
H 1.41425 -3.68480 -0.56248
H 3.51248 -2.60777 0.04875
H 3.33139 -1.18385 1.09582
H -3.22364 2.53700 0.64199
H 2.25949 4.30320 2.22526
H 0.47952 -2.62215 2.72985
```



[3]
DFT (ωB97M-V with the def2-TZVPD basis set) results for a molecular structure, C14H17N5O4.

Its total energy is -30416.98289 eV. For the LUMO energy, the calculation gives -0.156 eV. The highest occupied orbital energy is -8.075 eV. As for the HOMO-LUMO gap: 7.920 eV. As for the energy above the lowest of the compared OMol25 structures with the same formula, charge and spin: 343.6 kcal per mole. Its spin multiplicity is 1. Its maximum force is 19.1 eV/Å.

The geometry in XYZ format:
```
40
C14H17N5O4 (ωB97M-V with the def2-TZVPD basis set)
O -4.63778 0.35072 -0.23504
O 2.30659 2.89739 0.91961
O 3.12006 0.56492 -1.89905
O 3.34230 -3.71674 -0.13604
N 0.41691 0.69858 -0.30600
N -1.72832 1.15666 0.93313
N -0.34898 -0.90890 0.71813
N 1.43551 -2.49871 0.61112
N 3.23884 -1.78723 -0.96533
C 0.93685 -3.67622 1.32901
C -3.57801 -0.13910 0.03005
C -4.44819 -1.81040 -1.29009
C 3.41574 3.04319 0.35302
C -0.62187 0.18630 0.58992
C -3.38624 -1.53054 -0.28651
C 2.75243 -2.57882 -0.07535
C 1.05057 3.09202 0.19300
C 0.68034 1.93149 -1.04316
C -2.83302 0.42339 1.50177
C 1.44746 -0.28253 -0.43227
C -5.04996 -0.25832 -1.31434
C 2.59739 -0.15071 -1.07500
C 0.81929 -1.24763 0.23105
H -2.80301 -2.33602 -0.11444
H -3.40424 0.98737 1.82324
H 1.59607 -4.27332 1.48729
H -1.83315 1.94112 0.20986
H -0.28651 2.36875 -1.40529
H 0.10306 -3.77138 0.72120
H 4.13263 2.92558 1.01952
H 0.18728 3.15935 1.22545
H 1.51496 2.25221 -1.57379
H -4.65872 -2.34829 -1.97590
H 3.56585 4.06713 -0.09803
H 4.07017 -1.78047 -1.37733
H -5.85947 -0.06615 -1.79743
H 1.11051 4.12787 -0.41150
H 0.59861 -3.17377 2.33781
H 3.39692 2.48688 -0.47613
H -2.35888 -0.32565 2.05383
```



[4]
DFT (ωB97M-V with the def2-TZVPD basis set) results for a molecular structure, C14H17NZn.

Its total energy is -64686.71405 eV. Its net charge is +2. For the LUMO energy, the calculation gives -7.160 eV. The highest occupied orbital energy is -17.197 eV. As for the HOMO-LUMO gap: 10.038 eV. As for the energy above the lowest of the compared OMol25 structures with the same formula, charge and spin: 0.0 kcal per mole. Its spin multiplicity is 1. Its maximum force is 0.6 eV/Å.

The geometry in XYZ format:
```
33
C14H17NZn (ωB97M-V with the def2-TZVPD basis set)
Zn -0.15061 -0.02053 -0.15503
N 1.54956 0.53463 0.64648
C 3.37414 2.06325 0.66865
C 3.96781 1.35288 1.70438
C -2.44022 1.95291 -1.98578
C -2.30688 -0.92824 0.54121
C 3.32493 0.22508 2.19906
C -2.95577 -1.28728 1.84056
C -2.47442 0.36037 -0.01370
C -0.60083 -2.72490 -2.38663
C -1.60777 -1.89637 -0.21264
C -1.30553 -0.31613 -2.03255
C 2.12073 -0.15830 1.65155
C -1.14252 -1.63169 -1.51992
C -2.03875 0.67282 -1.32119
C 2.16927 1.63108 0.16174
H -3.11270 1.06770 0.50211
H 3.83864 2.94644 0.25358
H -1.07203 -0.13614 -3.07487
H 3.75201 -0.35579 3.00419
H -2.60276 1.79032 -3.04982
H -1.58269 -2.91764 0.14854
H -2.30550 -1.07250 2.69150
H -3.19388 -2.34883 1.87050
H -3.35463 2.34014 -1.54112
H 1.67885 2.15936 -0.64496
H -0.87296 -2.55278 -3.42647
H 0.48886 -2.78278 -2.34235
H -0.99126 -3.69005 -2.07035
H -3.86956 -0.71237 1.98014
H 4.91422 1.67258 2.11848
H 1.59320 -1.03064 2.01277
H -1.67675 2.72746 -1.88872
```



[5]
DFT (ωB97M-V with the def2-TZVPD basis set) results for a molecular structure, C14H18AsF10N3Pt.

Its total energy is -110536.34535 eV. Its net charge is +1. For the LUMO energy (alpha / beta), the calculation gives -3.237 / -6.005 eV. The highest occupied orbital energy (alpha / beta) is -12.518 / -12.599 eV. As for the HOMO-LUMO gap (alpha / beta): 9.281 / 6.594 eV. As for the energy above the lowest of the compared OMol25 structures with the same formula, charge and spin: 5.5 kcal per mole. Its spin multiplicity is 2. Its maximum force is 0.6 eV/Å.

The geometry in XYZ format:
```
47
C14H18AsF10N3Pt (ωB97M-V with the def2-TZVPD basis set)
Pt -0.02897 -0.44722 -0.24038
As -3.47467 -1.53125 -0.22418
F -1.94940 -0.71208 -0.99239
F -3.92246 2.51005 2.28899
F -0.68155 3.76377 -1.88502
F -4.24120 -1.18284 -1.70305
F -2.86217 -3.01051 -0.88617
F -1.74131 1.01917 1.80778
F -2.83483 5.27911 -1.34546
F -2.46960 -1.78166 1.16572
F -4.81557 -2.28757 0.48614
F -3.88623 0.03247 0.36766
N 0.11927 -2.45868 -0.30190
N 1.96655 -0.17278 -0.00357
N -0.10846 1.51962 -0.30011
C 2.60176 -0.65385 -1.29119
C -1.45747 3.47208 -0.84382
C -2.56710 4.23185 -0.57723
C 2.54955 -0.92324 1.16145
C -1.17909 2.31444 -0.07447
C -3.14590 2.80903 1.26130
C -3.41864 3.91156 0.47588
C -0.10907 -3.57644 -0.36293
C -0.42232 -4.98869 -0.43135
C 1.19138 2.07144 -0.69215
C -2.05102 2.01214 0.99722
C 1.77294 -0.75986 2.45297
C 4.10692 -0.48271 -1.40362
C 2.18683 1.30066 0.16206
H 2.15565 -1.48552 3.17176
H 2.00226 1.54304 1.20532
H 2.33737 -1.70582 -1.37121
H 1.35291 1.93621 -1.76304
H 3.22026 1.54697 -0.07449
H -4.28541 4.52639 0.67793
H 1.25508 3.13343 -0.46650
H 0.33336 -5.50932 -1.01737
H -1.40098 -5.09079 -0.89750
H 4.65384 -0.96509 -0.59549
H 0.70506 -0.94565 2.33741
H -0.45670 -5.39810 0.57728
H 4.41778 0.55882 -1.47059
H 1.90393 0.22542 2.89886
H 2.09791 -0.13598 -2.10575
H 4.41527 -0.96372 -2.33186
H 3.57623 -0.57776 1.29369
H 2.58799 -1.97054 0.86338
```



[6]
DFT (ωB97M-V with the def2-TZVPD basis set) results for a molecular structure, C14H18BN5OReS.

Its total energy is -37932.96265 eV. Its net charge is +2. For the LUMO energy (alpha / beta), the calculation gives -9.252 / -8.787 eV. The highest occupied orbital energy (alpha / beta) is -15.101 / -15.190 eV. As for the HOMO-LUMO gap (alpha / beta): 5.849 / 6.403 eV. As for the energy above the lowest of the compared OMol25 structures with the same formula, charge and spin: 0.0 kcal per mole. Its spin multiplicity is 2. Its maximum force is 1.6 eV/Å.

The geometry in XYZ format:
```
41
C14H18BN5OReS (ωB97M-V with the def2-TZVPD basis set)
Re -1.17124 -0.25062 -0.73633
S -1.08283 -2.64403 -0.64582
O 0.67812 -0.05159 -0.78758
N -3.05163 -0.32573 -0.76191
N 1.53429 -3.18579 -0.15578
N -1.18837 1.83417 -0.74857
N 0.35965 -2.81437 1.65391
N -0.54874 3.91642 -0.77303
C 1.73018 -2.97645 2.16083
C -2.31516 2.63928 -0.75476
C -1.91903 3.93230 -0.76569
C 0.34546 -2.87505 0.33688
C 1.62688 0.89231 -0.82691
C 2.51117 -3.42767 0.91407
C 2.31541 3.20566 -0.80612
C 3.63654 2.81337 -0.84932
C -0.10636 2.64944 -0.76343
C 3.96699 1.46046 -0.90960
C -0.76405 -2.50656 2.52057
C -4.24477 -0.34839 -0.79023
C 1.28511 2.26166 -0.79172
C 2.96989 0.51210 -0.90936
B -5.71668 -0.26932 -0.80454
H -6.18135 -1.02165 0.01628
H 3.41315 -2.84201 0.75387
H 5.00324 1.15626 -0.96074
H 1.76204 -3.70757 2.96581
H -6.00888 0.88748 -0.67377
H -2.49726 4.84005 -0.77024
H 4.41726 3.56124 -0.84927
H 2.09362 4.26441 -0.78548
H 2.78755 -4.48089 0.95021
H -0.78812 -1.44674 2.78358
H -6.16135 -0.78555 -1.80110
H -0.68061 -3.09196 3.43371
H -1.69454 -2.76980 2.02499
H 3.19490 -0.54202 -0.99098
H 0.02771 4.74387 -0.78469
H 2.08664 -2.02107 2.55141
H -3.31398 2.24149 -0.74773
H 1.68914 -3.42710 -1.12146
```